# 1
C16H22F4O6S as an isolated structure at a distorted geometry, computed with ωB97M-V/def2-TZVPD.

```
49
Properties=species:S:1:pos:R:3:forces:R:3:mulliken_charge:R:1
C 2.858 -1.183 2.405 0.422 -0.064 -0.275 -0.9277
C 3.198 -0.842 0.932 0.263 -0.804 0.667 -0.2574
O 2.277 -1.424 0.024 0.185 0.854 -0.136 -0.4957
C 1.284 -0.546 -0.467 -1.189 -0.861 -0.179 -0.8860
C -0.081 -0.721 0.301 1.189 1.544 -0.453 -0.8804
C -0.783 0.610 0.609 -1.266 -0.012 -0.122 1.7709
C -1.002 1.549 -0.565 0.142 -0.400 -0.479 -1.5492
O -2.175 0.159 0.919 -0.455 1.099 0.843 -0.3164
S -2.686 0.698 2.335 -0.042 -1.423 -0.093 1.0934
O -3.980 1.236 2.334 -0.663 1.770 -1.025 -0.6276
O -2.562 -0.394 3.219 1.225 -0.778 1.154 -0.5939
O -1.536 1.815 2.576 -0.582 0.066 -0.839 -0.5947
C -0.387 1.194 1.975 1.213 -1.930 0.673 -0.8670
C 0.981 1.835 2.177 -1.212 1.202 -0.312 0.0535
C 0.998 3.366 2.058 0.308 -0.259 -0.360 -0.2348
O 0.396 3.800 0.858 -0.382 0.198 0.094 -0.5772
C 2.467 3.789 1.946 -0.914 -1.140 0.820 0.6365
F 3.198 3.104 2.834 0.485 -0.162 0.890 -0.3073
F 2.957 3.458 0.773 0.371 0.013 -1.379 -0.2467
F 2.653 5.062 2.164 0.175 1.403 0.039 -0.2798
H 1.867 -1.616 2.498 -0.206 0.232 0.002 0.3157
H 2.990 -0.339 3.080 -0.143 0.065 0.005 0.1985
H 3.541 -1.965 2.734 0.008 -0.021 0.151 0.3563
H 3.362 0.226 0.771 -0.338 0.071 -0.136 0.2447
H 4.154 -1.324 0.730 0.061 0.097 -0.223 0.4135
H 1.595 0.500 -0.536 0.295 -0.047 0.316 0.6357
H 1.085 -0.862 -1.489 0.167 0.066 -0.118 0.2212
H 0.139 -1.228 1.234 -0.309 -0.286 -0.011 0.3997
H -0.787 -1.261 -0.317 0.066 -0.398 0.057 0.3223
H -0.144 1.578 -1.233 0.170 0.349 0.150 0.3532
H -1.306 2.544 -0.267 0.160 0.076 0.125 0.3365
H -1.816 1.146 -1.166 0.005 -0.180 0.006 0.4025
H -0.285 0.272 2.564 0.077 -0.002 -0.036 0.6619
H 1.345 1.539 3.153 0.246 0.002 0.003 0.7680
H 1.615 1.459 1.382 0.211 -0.290 0.094 -0.4595
H 0.529 3.846 2.914 0.164 -0.009 0.206 0.4872
H -0.414 4.277 1.076 0.140 -0.060 -0.096 0.4018
F -0.864 -0.805 -2.844 0.007 0.080 -0.027 -0.2040
C -1.498 -1.879 -3.364 -0.213 -0.316 -0.142 0.3971
C -2.649 -2.335 -2.755 -0.089 0.159 0.255 -0.1556
C -3.301 -3.435 -3.291 0.109 -0.027 -0.112 -0.5460
C -2.790 -4.067 -4.417 -0.047 -0.068 -0.030 -0.5178
C -1.628 -3.595 -5.012 -0.114 0.004 0.102 -0.3708
C -0.977 -2.489 -4.486 0.254 0.105 -0.112 -0.5396
H -3.027 -1.833 -1.873 0.012 0.019 -0.019 0.4668
H -4.209 -3.800 -2.830 0.014 0.018 0.027 0.3625
H -3.299 -4.927 -4.831 0.010 0.010 0.002 0.3704
H -1.228 -4.089 -5.887 0.011 0.028 -0.002 0.3588
H -0.074 -2.101 -4.940 -0.001 0.009 0.034 0.4065
```
Positions in Å, forces in eV/Å.

Values from the calculation:
LUMO   0.399 eV
E   -1871.92166 Eh
Orbital gap   9.98 eV
Strongest force on any atom   2.38 eV/A
Total charge   0

---

# 2
A 9-piece molecular cluster, C30H65NO26S6 overall at a distorted geometry, computed with ωB97M-V/def2-TZVPD.

```
128
Properties=species:S:1:pos:R:3:forces:R:3:mulliken_charge:R:1
O -2.540 5.384 -1.757 -0.508 -0.534 0.643 -0.5929
N -2.799 4.595 -0.863 0.205 -1.583 0.164 1.0265
O -2.376 4.628 0.271 0.171 0.710 0.190 -0.5919
C -3.618 3.350 -1.140 -1.167 -0.525 -0.704 0.0846
C -4.213 3.306 -2.422 0.272 0.181 0.756 -0.3697
C -5.018 2.246 -2.788 0.733 0.791 -0.004 -0.4803
C -5.183 1.184 -1.912 -1.465 -0.075 -2.420 -0.4859
C -4.686 1.208 -0.678 2.476 1.303 3.065 -0.5463
C -3.874 2.311 -0.202 -0.376 0.270 -2.037 -0.4691
H -4.047 4.129 -3.101 0.062 0.044 0.034 0.4421
H -5.470 2.285 -3.768 -0.094 -0.281 -0.020 0.4250
H -5.785 0.375 -2.298 -0.022 -0.358 0.370 0.4190
H -4.791 0.374 0.000 -0.221 -0.052 0.027 0.4649
H -3.447 2.312 0.790 -0.038 0.077 -0.045 0.6699
C 7.828 -0.517 -4.910 -0.875 0.329 -0.409 -1.0827
C 6.872 -1.543 -5.477 0.943 -1.011 0.803 -0.1469
O 6.008 -0.962 -6.447 -0.863 -0.714 -1.853 -0.3108
S 5.302 -1.924 -7.634 0.926 -1.427 1.013 1.1151
C 3.734 -2.427 -6.703 1.641 0.872 0.407 -0.8916
O 4.873 -1.107 -8.722 0.158 0.300 0.650 -0.5491
O 6.241 -3.015 -7.923 -1.766 1.469 0.900 -0.6019
H 8.731 -0.513 -5.521 -0.018 0.407 0.210 0.2931
H 8.044 -0.796 -3.879 0.159 0.268 -0.061 0.3265
H 7.274 0.419 -4.975 0.574 0.392 0.380 0.2877
H 7.572 -2.301 -5.829 -0.854 -0.482 -0.773 0.2782
H 6.287 -1.979 -4.667 -0.306 -0.037 -0.085 0.2949
H 3.004 -2.954 -7.319 0.378 0.140 -0.019 0.3627
H 3.389 -1.479 -6.291 -0.349 0.224 -0.722 0.3117
H 4.004 -2.923 -5.771 0.253 -0.723 -0.429 0.3146
C -3.980 -4.570 -2.800 -0.085 -0.102 -0.008 -1.0880
C -4.353 -5.048 -1.411 2.136 -1.702 -1.082 -0.3226
O -5.173 -4.098 -0.891 -3.541 2.294 2.311 -0.2131
S -6.396 -4.589 0.084 0.343 -3.102 2.761 1.1052
C -7.543 -5.370 -1.134 0.587 1.987 0.133 -0.8503
O -5.887 -5.687 0.965 -0.799 2.315 -2.517 -0.6275
O -7.023 -3.503 0.802 0.848 -0.291 -1.773 -0.5859
H -4.908 -4.188 -3.226 0.197 0.077 -0.413 0.2879
H -3.579 -5.370 -3.422 -0.035 -0.005 0.054 0.3638
H -3.236 -3.777 -2.732 -0.154 0.093 -0.119 0.2711
H -4.840 -6.022 -1.441 0.172 -0.126 0.066 0.4405
H -3.458 -5.093 -0.789 -0.021 -0.451 0.118 0.2553
H -8.469 -5.678 -0.647 0.612 -0.726 0.280 0.3618
H -6.936 -6.041 -1.741 -0.530 -0.402 0.370 0.2885
H -7.886 -4.553 -1.769 0.279 0.171 -0.177 0.3132
C 5.880 1.378 3.343 -0.284 -0.009 -1.067 -1.0436
C 7.040 2.342 3.156 -0.394 -0.855 0.246 -0.2283
O 7.151 2.835 1.777 1.118 -1.007 0.233 -0.3036
S 8.169 2.000 0.764 -1.590 1.866 -2.253 1.1942
C 9.802 2.236 1.569 -0.771 -0.117 0.107 -0.9329
O 7.797 0.585 0.756 0.895 1.944 0.364 -0.6094
O 8.060 2.788 -0.496 0.578 -2.006 3.083 -0.6243
H 6.031 0.496 2.720 0.222 -0.247 0.343 0.2987
H 4.950 1.785 2.948 -0.057 0.373 0.279 0.2149
H 5.746 1.125 4.395 0.090 -0.066 -0.081 0.3712
H 6.904 3.151 3.874 0.193 0.573 -0.664 0.3859
H 7.938 1.808 3.468 0.293 0.174 -0.238 0.2295
H 9.861 3.157 2.148 -0.639 -0.037 0.027 0.3336
H 10.627 2.335 0.864 -0.375 -0.683 -0.308 0.3681
H 9.820 1.364 2.223 0.666 0.092 -0.087 0.3435
C -0.549 -1.143 1.306 0.870 -1.041 0.481 -1.0344
C 0.911 -1.155 0.852 -0.927 0.494 0.918 -0.3556
O 1.228 0.205 0.470 0.495 0.034 -2.560 -0.2523
S 1.232 0.582 -1.181 -1.217 0.079 1.132 1.0606
C 2.956 0.078 -1.582 -1.541 0.646 -0.184 -0.9042
O 0.259 -0.304 -1.912 2.509 2.437 1.880 -0.5648
O 1.146 2.062 -1.144 0.049 -3.515 -0.603 -0.5837
H -1.176 -1.468 0.475 -0.461 0.507 0.386 0.2906
H -0.777 -0.216 1.831 -0.214 0.310 -0.800 0.2284
H -0.583 -1.834 2.148 -0.452 -0.622 -0.262 0.4054
H 1.498 -1.411 1.734 0.495 0.405 -0.197 0.4024
H 1.117 -1.916 0.099 -0.022 0.324 -0.315 0.2915
H 3.085 -0.982 -1.365 -0.003 0.228 0.202 0.3254
H 3.555 0.777 -0.997 0.178 -0.339 -0.123 0.3299
H 3.030 0.252 -2.655 0.236 0.062 0.074 0.3627
C -2.227 -3.342 8.169 -0.508 -0.820 -0.436 -1.2033
C -1.174 -2.299 7.984 0.864 0.173 1.714 -0.1939
O -0.424 -2.464 6.793 1.745 -1.033 -1.315 -0.3025
S 1.158 -3.098 6.882 -0.431 2.461 -1.736 1.0841
C 1.934 -1.494 7.348 -0.183 -1.131 0.759 -0.8805
O 1.216 -4.013 7.999 0.099 0.400 -1.321 -0.5539
O 1.613 -3.365 5.496 -1.541 -0.103 3.227 -0.5750
H -1.831 -4.356 8.223 0.345 0.079 -0.004 0.3135
H -2.890 -3.338 7.304 -0.158 0.107 0.015 0.2876
H -2.833 -3.217 9.067 0.098 0.378 0.007 0.3707
H -1.584 -1.293 8.076 -0.151 0.121 -0.876 0.3710
H -0.453 -2.296 8.802 -0.052 -0.391 0.383 0.2935
H 3.020 -1.572 7.316 -0.118 -0.115 -0.335 0.3721
H 1.666 -1.410 8.401 -0.076 0.311 -0.015 0.3178
H 1.534 -0.662 6.769 0.049 -0.399 -0.124 0.3010
C -5.042 -0.878 -11.116 0.611 0.838 0.055 -1.0365
C -5.066 -1.479 -9.674 -1.976 0.127 -2.381 -0.2999
O -3.872 -1.346 -8.944 0.646 0.837 0.809 -0.2722
S -3.306 0.145 -8.517 0.106 0.622 -1.616 1.0651
C -2.538 -0.372 -6.892 -0.408 0.110 -0.374 -0.9216
O -2.205 0.442 -9.459 -2.203 -0.379 2.208 -0.5667
O -4.453 1.092 -8.422 2.713 -2.357 0.315 -0.5879
H -4.315 -1.254 -11.835 0.468 -0.383 0.582 0.2997
H -4.843 0.190 -11.026 0.173 0.103 0.034 0.2993
H -5.949 -0.898 -11.721 -0.597 -0.459 0.762 0.3712
H -5.950 -1.057 -9.196 0.370 0.477 0.529 0.2918
H -5.355 -2.526 -9.766 0.817 -0.286 0.358 0.3394
H -1.780 -1.144 -7.030 -0.053 0.173 -0.741 0.3270
H -3.258 -0.823 -6.209 -0.393 0.422 -0.263 0.3144
H -2.049 0.485 -6.430 -0.276 0.163 -0.245 0.3758
C 3.088 6.500 7.059 0.231 -1.706 -0.600 -0.6046
O 3.215 6.685 5.644 -0.023 1.559 -1.080 -0.3330
C 2.954 5.788 4.689 -1.031 -1.560 0.691 0.8372
O 2.517 4.673 4.861 0.180 0.101 0.390 -0.5984
O 3.204 6.286 3.498 0.603 2.389 0.255 -0.3121
C 3.042 5.591 2.302 -0.341 -1.909 -1.108 -0.4646
H 2.830 7.416 7.590 0.253 0.142 -0.610 0.2208
H 4.069 6.102 7.319 -0.140 0.195 0.743 0.2695
H 2.334 5.745 7.283 -0.022 -0.035 -0.076 0.3065
H 3.415 4.571 2.395 0.350 0.037 0.039 0.1199
H 3.525 6.088 1.461 0.441 0.320 0.619 0.2735
H 2.028 5.434 1.934 -0.499 0.429 0.730 0.2873
C -6.290 -0.557 5.935 -0.255 1.279 -0.338 -0.6544
O -4.946 0.030 6.071 -0.182 -1.392 0.397 -0.2855
C -4.647 1.202 5.516 -1.123 0.912 -0.989 0.8113
O -5.419 1.929 4.927 0.068 -0.486 0.314 -0.5927
O -3.357 1.473 5.679 0.182 0.542 0.398 -0.2960
C -2.816 2.748 5.164 0.624 -1.208 -0.184 -0.6130
H -6.486 -1.014 4.965 0.567 0.264 -0.214 0.2842
H -7.015 0.244 6.072 0.016 -0.010 -0.056 0.3070
H -6.516 -1.333 6.667 0.936 0.260 0.333 0.2444
H -2.074 3.053 5.901 -0.306 0.094 0.063 0.2293
H -3.499 3.554 4.897 -0.412 -0.533 0.390 0.3271
H -2.258 2.441 4.279 -0.073 0.259 -0.132 0.2394
```
Positions in Å, forces in eV/Å.

Values from the calculation:
LUMO   -0.124 eV
E   -5581.83397 Eh
Structure (SMILES)   O=[N+]([O-])c1ccccc1.CCOS(C)(=O)=O.CCOS(C)(=O)=O.CCOS(C)(=O)=O.CCOS(C)(=O)=O.CCOS(C)(=O)=O.CCOS(C)(=O)=O.COC(=O)OC.COC(=O)OC
Orbital gap   9.61 eV
Strongest force on any atom   4.81 eV/A
Total charge   0

---

# 3
A 2-piece molecular cluster, CH2N2O3P overall at a distorted geometry, computed with ωB97M-V/def2-TZVPD.

```
9
Properties=species:S:1:pos:R:3:forces:R:3:mulliken_charge:R:1
C 0.087 1.080 0.777 2.853 -0.666 1.022 0.3254
N -0.891 1.459 0.335 -2.378 1.203 -0.783 -0.5968
N -1.409 -0.537 -1.371 1.559 -2.063 -0.726 -0.2535
O 2.837 0.371 0.446 0.055 0.880 -0.612 -0.6188
O 1.482 -0.646 2.342 -0.621 -0.564 1.811 -0.6031
O -0.392 -1.347 -1.223 -0.838 -0.329 0.190 -0.3842
P 1.538 -0.055 1.009 0.004 -0.620 -1.276 0.5579
H -1.028 0.350 -1.513 -0.449 2.072 -0.151 0.3297
H -2.224 -0.676 -0.803 -0.186 0.086 0.524 0.2434
```
Positions in Å, forces in eV/Å.

Values from the calculation:
LUMO (alpha / beta)   4.098 / 3.847 eV
E   -715.88303 Eh
Energy above the lowest of the compared OMol25 structures with the same formula, charge and spin   3.1241 eV
Orbital gap (alpha / beta)   9.48 / 6.76 eV
Strongest force on any atom   3.10 eV/A
Total charge   -1